(1)
The following is a quantum chemistry calculation of a 4-piece molecular cluster, C4H15N2OS overall at a distorted geometry, from OMol25.

```
! wB97M-V def2-TZVPD RIJCOSX def2/J DEFGRID3
* xyz 1 1
N -4.72025 -0.21491 1.26647
C 2.29358 -0.01798 0.14912
C 1.88960 -1.10956 0.83685
C -1.29125 -0.38883 0.07467
S -0.91559 -0.11115 -1.64632
C 3.84290 0.34621 0.29365
N 4.46582 0.85694 -0.97795
H -4.11938 -0.90471 0.92534
H -4.48205 0.73871 1.00331
H -4.95291 -0.44294 2.18814
H 1.55496 0.68882 -0.28514
H 0.88577 -1.53589 0.87252
H 2.67309 -1.73189 1.38434
H -1.45377 -1.49969 0.01909
H -2.24181 0.11606 0.34269
H -1.35592 -1.29408 -1.94305
H 4.43774 -0.42400 0.78042
H 3.85164 1.22452 0.99234
H 4.50592 0.11401 -1.66349
H 5.31344 1.42487 -0.89444
H -2.86650 1.05207 -0.76123
H -3.61867 1.61044 -1.94797
O -3.69637 1.50296 -1.00939
*
```

Orbital gap = 0.1261 Ha
Molecular weight = 139.2 g/mol
LUMO energy = -0.31997 Ha

Atomic partial charges in e from the natural (NBO) method, atoms 1 to 6: -1.043, -0.148, -0.371, -0.281, 0.422, -0.253

---

(2)
The following is a quantum chemistry calculation of C9H23LiN2O6 as an isolated structure at a distorted geometry, from OMol25.

```
! wB97M-V def2-TZVPD RIJCOSX def2/J DEFGRID3
* xyz 0 1
Li 20.04539 21.72771 7.73346
N 20.16997 21.08836 10.00014
O 20.36911 21.17134 8.78588
O 19.27165 21.64980 10.62828
O 20.99754 20.44296 10.61762
C 16.95379 22.02837 7.55277
C 18.33521 21.41961 7.70549
C 18.47626 19.88967 7.96871
O 19.12208 21.82372 6.61732
H 16.32705 21.46931 6.85797
H 16.96337 23.05946 7.19941
H 16.38152 22.20181 8.46410
H 18.52173 22.00288 8.60721
H 18.54440 19.32975 7.03600
H 17.61926 19.66308 8.60299
H 19.39151 19.56524 8.46384
H 18.73814 21.52298 5.79044
C 20.86428 18.87007 7.17365
O 20.48655 20.16667 6.77393
C 21.51003 21.16537 6.63181
C 20.91697 22.54143 6.40575
N 20.35627 23.23615 7.58170
C 21.19329 23.57258 8.68953
C 22.38520 24.50141 8.46957
O 23.41602 23.81821 7.78549
C 24.70885 24.27210 8.09478
H 19.89595 18.36964 7.17221
H 21.41256 18.73607 8.10614
H 21.43058 18.57030 6.29187
H 22.21233 20.90758 5.83909
H 22.12216 21.19773 7.53312
H 20.15466 22.48719 5.62855
H 21.70537 23.16759 5.98808
H 19.78119 24.01720 7.30003
H 21.42681 22.61028 9.14513
H 20.53999 24.11229 9.37510
H 22.80185 24.84662 9.41580
H 22.11997 25.28303 7.75766
H 24.94692 24.17006 9.15356
H 24.96268 25.32565 7.97771
H 25.54499 23.78729 7.59085
*
```

Orbital gap = 0.3349 Ha
Molecular weight = 262.2 g/mol
LUMO energy = 0.00286 Ha

Atomic partial charges in e from the natural (NBO) method, atoms 1 to 6: 0.782, 0.740, -0.654, -0.488, -0.477, -0.623

---

(3)
The following is a quantum chemistry calculation of one molecule with the formula C4H8O3, from OMol25.

```
! wB97M-V def2-TZVPD RIJCOSX def2/J DEFGRID3
* xyz 0 1
C -1.05306 0.72221 -1.29807
C -0.82614 -0.09691 -0.15241
O 0.09864 -1.31968 -1.02168
C 0.09988 0.15042 1.01674
O 0.32756 -1.03288 1.72268
C 1.41962 0.79848 0.64997
O 2.46080 0.34044 1.06266
H -0.46454 -0.64124 -1.78074
H -2.09003 0.94065 -1.54250
H -0.36014 1.53647 -1.50628
H -1.68856 -0.67840 0.17558
H -0.17400 -2.24131 -0.86675
H -0.43466 0.88100 1.65271
H 1.29313 -1.08221 1.84072
H 1.39150 1.72295 0.04736
*
```

Orbital gap = 0.3410 Ha
Molecular weight = 104.1 g/mol
LUMO energy = 0.02518 Ha

Atomic partial charges in e from the natural (NBO) method, atoms 1 to 6: -0.830, 0.085, -0.860, -0.058, -0.710, 0.431

---

(4)
The following is a quantum chemistry calculation of C7H3N3O8PdSSe as an isolated structure, from OMol25.

```
! wB97M-V def2-TZVPD RIJCOSX def2/J DEFGRID3
* xyz -2 1
Pd 1.25353 -0.68242 -0.65306
O 3.28793 2.56461 1.64767
C 2.67177 1.68650 1.02309
O 2.17756 0.62412 1.47851
C 2.47311 1.96023 -0.52637
O 2.94462 2.96154 -1.04154
O 1.73017 1.14233 -1.23946
Se -1.40751 3.50719 1.02358
N -2.85759 2.49688 1.25927
C -2.51115 1.29342 0.84445
C -3.38212 0.16359 0.84680
C -2.88212 -1.00049 0.38614
C -1.52186 -1.08527 -0.06314
N -0.68300 -0.09113 -0.07934
C -1.15445 1.13593 0.35182
N -0.42550 2.22405 0.34458
H -4.39473 0.27572 1.21230
H -3.47294 -1.90609 0.35345
H -1.11533 -2.03942 -0.38518
O 2.79762 -1.90200 -1.38870
S 1.86969 -3.11115 -1.40449
O 2.56585 -4.32420 -1.03210
O 0.88651 -2.68003 -0.29230
O 1.14994 -3.21392 -2.66597
*
```

Orbital gap = 0.1726 Ha
Molecular weight = 474.6 g/mol
LUMO energy = 0.12164 Ha

Atomic partial charges in e from the natural (NBO) method, atoms 1 to 6: 1.068, -0.747, 0.650, -0.801, 0.661, -0.674

---

(5)
The following is a quantum chemistry calculation of a 8-piece molecular cluster, C13H30N9O19PS overall at a distorted geometry, from OMol25.

```
! wB97M-V def2-TZVPD RIJCOSX def2/J DEFGRID3
* xyz 0 1
C 5.39771 3.58686 -0.67702
S 5.68130 5.25350 -1.25958
O 6.05036 5.19980 -2.64309
O 6.66094 5.89589 -0.43980
C 4.14039 6.25226 -1.18186
C 4.47596 7.52386 -0.60221
N 4.65745 8.61130 -0.23406
C 2.94954 5.52823 -0.49269
C 2.17261 6.48263 0.28054
N 1.66228 7.31317 0.90548
C 2.06976 4.94295 -1.59676
P 0.81090 3.82934 -0.92576
O 1.41612 2.78502 -0.11127
O 0.03641 3.23790 -2.19827
O -0.25684 4.61396 -0.08595
H 4.36968 3.34716 -0.45416
H 5.71029 2.94791 -1.48572
H 6.07105 3.41679 0.14372
H 3.86905 6.44939 -2.20387
H 3.25655 4.76900 0.20911
H 1.67716 5.75763 -2.19262
H 2.70352 4.34240 -2.23799
H 0.40812 3.58143 -3.01113
H -0.86929 5.07042 -0.68646
C -3.73694 2.87166 -1.63387
N -3.29354 4.16691 -2.21293
O -3.65299 4.45474 -3.32434
O -2.58232 4.86114 -1.51092
H -4.35710 2.36246 -2.35973
H -2.84451 2.29208 -1.41118
H -4.29377 3.09558 -0.72899
C 1.04423 -0.31256 1.06747
N 0.53461 -1.58337 1.64864
O 1.16002 -2.09734 2.54644
O -0.49131 -2.03423 1.18019
H 1.95801 -0.03815 1.57830
H 1.22241 -0.49021 0.01228
H 0.28012 0.44473 1.20561
C -1.43770 -2.10157 -2.16587
N -1.88382 -0.69014 -2.01752
O -3.00677 -0.40528 -2.37364
O -1.09073 0.09268 -1.54281
H -2.24081 -2.67360 -2.59160
H -0.56876 -2.10178 -2.81689
H -1.18174 -2.46148 -1.17290
C -2.20652 -6.00294 -5.20730
N -1.62011 -5.03628 -4.24189
O -2.27789 -4.74395 -3.26347
O -0.52140 -4.59928 -4.48859
H -3.18480 -6.29862 -4.84571
H -2.27874 -5.50549 -6.16938
H -1.53639 -6.85506 -5.25892
C -4.58796 -6.53458 -0.98663
N -4.33101 -7.23461 -2.27337
O -4.93836 -6.86127 -3.25284
O -3.52174 -8.13229 -2.25870
H -5.32584 -5.76126 -1.15832
H -4.95082 -7.27459 -0.28056
H -3.64532 -6.11091 -0.65536
C -0.81192 -3.32144 4.57130
N -2.28323 -3.49236 4.71263
O -2.94350 -2.51827 4.98989
O -2.72599 -4.60752 4.53664
H -0.56312 -2.28659 4.75413
H -0.33924 -3.97113 5.30131
H -0.54604 -3.61188 3.56165
C 1.66754 -2.84966 8.21297
N 1.29021 -2.09786 6.98525
O 2.12625 -1.96909 6.12095
O 0.16073 -1.66618 6.93470
H 2.69642 -3.17244 8.11482
H 1.54550 -2.17711 9.05577
H 0.99567 -3.69837 8.29469
*
```

Orbital gap = 0.3874 Ha
Molecular weight = 679.5 g/mol
LUMO energy = -0.00879 Ha

Atomic partial charges in e from the Mulliken method, atoms 1 to 6: -0.933, 1.479, -0.700, -0.691, 0.155, -0.162

---

(6)
The following is a quantum chemistry calculation of one molecule with the formula C2H4ClN3 at a distorted geometry, from OMol25.

```
! wB97M-V def2-TZVPD RIJCOSX def2/J DEFGRID3
* xyz 0 1
C 0.04302 0.96019 -0.61838
C 0.96981 -1.38498 -0.63524
N 0.40857 -0.28372 -0.65340
N 1.20491 -2.59283 -0.62661
N -0.42813 1.38614 0.98691
Cl -0.10629 -3.65225 -0.97106
H -1.36992 1.72244 0.99931
H -0.79561 1.26986 -1.19738
H 0.23039 2.08103 1.30009
H -0.15677 0.49411 1.41576
*
```

Orbital gap (alpha / beta) = 0.2631 / 0.2630 Ha
Molecular weight = 105.5 g/mol
LUMO energy (alpha / beta) = 0.00307 / 0.00306 Ha

Atomic partial charges in e from the natural (NBO) method, atoms 1 to 6: -0.165, 0.489, -0.459, -0.547, -0.794, 0.048

---

We obtain energy relative to the best compared isomer or geometry (same formula, charge and spin) values of 174.0; 304.6; 103.9; 0.0; 0.0; 77.5 kcal/mol for the records listed above, in that order.